Density functional theory data (ωB97M-V with the def2-TZVPD basis set) for a 9-piece molecular cluster, C27H66BN8O8S overall in a non-equilibrium geometry.

Properties
Multiplicity: 1
Orbital gap: 5.20 eV
HOMO energy: -3.45 eV
Charge: -1

The geometry in XYZ format:
```
111
C27H66BN8O8S ωB97M-V with the def2-TZVPD basis set
C -2.300 -0.319 2.847
C -1.846 0.225 4.339
C -1.227 -0.964 5.315
B -0.673 -0.170 6.676
S 1.104 0.433 6.490
H -3.420 -0.709 2.823
H -1.566 -1.145 2.408
H -2.295 0.644 2.142
H -0.985 1.039 4.191
H -2.738 0.821 4.850
H -0.300 -1.519 4.815
H -2.099 -1.733 5.567
H -0.812 -0.787 7.666
H -1.365 0.802 6.786
H 1.284 1.119 5.255
C -4.559 1.555 -1.174
C -3.093 1.326 -0.933
O -2.687 0.510 -0.108
N -2.198 2.055 -1.659
C -2.462 3.054 -2.667
H -5.142 0.901 -0.520
H -4.819 2.592 -0.945
H -4.810 1.318 -2.211
H -1.233 1.841 -1.436
H -1.993 2.728 -3.598
H -2.002 3.991 -2.343
H -3.530 3.209 -2.830
C 2.119 -3.415 2.703
C 3.232 -4.109 3.436
O 3.605 -5.241 3.135
N 3.836 -3.449 4.465
C 3.552 -2.129 4.974
H 1.741 -4.069 1.912
H 1.297 -3.194 3.389
H 2.489 -2.495 2.242
H 4.575 -3.985 4.906
H 4.463 -1.531 4.891
H 3.281 -2.224 6.029
H 2.743 -1.639 4.432
C 2.536 3.789 -4.228
C 1.579 4.134 -3.122
O 0.947 5.188 -3.112
N 1.419 3.240 -2.105
C 2.059 1.959 -1.928
H 2.553 4.601 -4.961
H 3.546 3.666 -3.826
H 2.212 2.875 -4.733
H 0.758 3.548 -1.401
H 1.279 1.195 -1.878
H 2.601 1.979 -0.979
H 2.750 1.722 -2.738
C 1.023 -2.461 -4.240
C 1.064 -1.570 -3.031
O 1.333 -0.373 -3.111
N 0.794 -2.122 -1.813
C 0.460 -3.492 -1.504
H 1.261 -1.874 -5.132
H 1.765 -3.259 -4.144
H 0.022 -2.883 -4.362
H 0.842 -1.456 -1.051
H -0.520 -3.500 -1.020
H 1.208 -3.873 -0.804
H 0.434 -4.125 -2.391
C 1.442 6.985 -6.564
C 2.362 6.003 -7.233
O 2.750 4.982 -6.668
N 2.770 6.266 -8.507
C 2.434 7.395 -9.341
H 1.208 6.634 -5.554
H 1.928 7.961 -6.486
H 0.508 7.067 -7.125
H 3.387 5.556 -8.885
H 1.955 7.016 -10.247
H 3.363 7.903 -9.613
H 1.766 8.098 -8.842
C -5.389 -2.328 -0.328
C -6.791 -2.011 -0.766
O -7.276 -0.888 -0.638
N -7.536 -3.009 -1.322
C -7.159 -4.382 -1.560
H -4.928 -1.430 0.094
H -5.404 -3.103 0.444
H -4.793 -2.653 -1.184
H -8.467 -2.713 -1.589
H -7.252 -4.577 -2.631
H -7.858 -5.023 -1.017
H -6.140 -4.597 -1.237
C 6.275 -6.442 1.889
C 6.751 -7.692 1.205
O 7.133 -7.691 0.036
N 6.755 -8.855 1.916
C 6.351 -9.071 3.285
H 6.332 -5.601 1.192
H 5.234 -6.559 2.203
H 6.910 -6.219 2.750
H 7.090 -9.650 1.383
H 7.208 -9.473 3.831
H 5.546 -9.810 3.288
H 6.008 -8.155 3.767
C -3.845 4.981 5.476
C -2.925 3.999 4.806
O -2.537 2.979 5.372
N -2.517 4.262 3.532
C -2.852 5.392 2.698
H -4.078 4.630 6.485
H -3.359 5.957 5.554
H -4.779 5.063 4.914
H -1.899 3.553 3.154
H -3.331 5.013 1.792
H -1.924 5.899 2.426
H -3.520 6.095 3.198
```


Density functional theory data (ωB97M-V with the def2-TZVPD basis set) for a 8-piece molecular cluster, H16O8 overall in a non-equilibrium geometry.

Properties
SMILES: O.O.O.O.O.O.O.O
Multiplicity: 1
Orbital gap: 11.45 eV
HOMO energy: -10.98 eV
Energy above the lowest of the compared OMol25 structures with the same formula, charge and spin: 20.3 kcal/mol
Charge: 0

The geometry in XYZ format:
```
24
H16O8 ωB97M-V with the def2-TZVPD basis set
H -1.630 1.159 -0.530
H -0.756 2.380 -0.372
H -1.820 -1.092 -0.630
H -2.601 -0.743 -1.805
H -1.145 0.843 1.109
H -1.448 0.818 2.567
H -1.158 -1.521 1.360
H -0.281 -2.243 0.282
H -0.016 -0.600 -1.972
H 1.329 -0.898 -1.264
H 0.893 0.483 1.995
H 1.652 1.119 0.934
H 0.990 1.166 -1.329
H 1.829 2.491 -1.185
H 1.800 -0.897 0.671
H 2.431 -2.252 0.015
O -1.559 1.938 0.049
O -1.811 -0.409 -1.327
O -0.902 0.255 1.875
O -1.189 -2.144 0.597
O 0.943 -0.450 -2.067
O 1.769 0.450 1.598
O 1.122 1.966 -0.735
O 1.618 -1.631 0.030
```


Density functional theory data (ωB97M-V with the def2-TZVPD basis set) for C62H69IN3PY as an isolated structure.

Properties
Multiplicity: 1
Orbital gap: 4.76 eV
HOMO energy: -3.06 eV
Energy above the lowest of the compared OMol25 structures with the same formula, charge and spin: 5.8 kcal/mol
Charge: -1

The geometry in XYZ format:
```
137
C62H69IN3PY ωB97M-V with the def2-TZVPD basis set
Y 0.046 -0.609 0.279
C 2.868 -2.521 -1.323
C 2.316 -2.177 -0.070
C 2.869 -0.923 0.308
C 3.785 -0.539 -0.693
C 3.798 -1.523 -1.684
H 2.661 -3.430 -1.872
H 1.713 -2.826 0.555
H 2.815 -0.478 1.287
H 4.394 0.352 -0.664
H 4.377 -1.502 -2.599
C -3.449 -0.836 -1.134
N -2.373 0.108 -1.426
C -2.325 0.290 -2.867
C -2.708 1.411 -0.828
C -2.750 1.367 0.675
C -3.821 1.959 1.337
C -3.894 1.913 2.723
C -2.911 1.230 3.424
C -1.856 0.629 2.740
C -1.705 0.708 1.345
H -4.415 -0.426 -1.471
H -3.494 -1.018 -0.069
H -3.270 -1.784 -1.638
H -3.309 0.601 -3.255
H -2.037 -0.639 -3.358
H -1.602 1.062 -3.121
H -3.674 1.756 -1.236
H -1.954 2.118 -1.166
H -4.602 2.456 0.767
H -4.723 2.379 3.243
H -2.969 1.153 4.505
H -1.108 0.090 3.314
I 1.199 -0.625 -3.116
C 0.299 0.556 -4.614
C -0.265 -0.203 -5.605
C -0.684 0.359 -6.827
C -0.447 1.675 -7.064
C 0.139 2.494 -6.067
C 0.431 3.840 -6.390
C 1.006 4.668 -5.478
C 1.206 4.196 -4.167
C 0.894 2.917 -3.779
P 0.868 2.645 -1.937
C 2.435 3.493 -1.522
C 3.612 2.811 -1.826
C 4.844 3.380 -1.544
C 4.914 4.633 -0.947
C 3.747 5.318 -0.646
C 2.511 4.753 -0.937
C -0.381 3.867 -1.383
C -0.600 3.886 -0.002
C -1.615 4.646 0.551
C -2.447 5.392 -0.274
C -2.247 5.375 -1.645
C -1.219 4.620 -2.199
C 0.448 1.975 -4.774
H -0.359 -1.272 -5.462
H -1.138 -0.274 -7.579
H -0.693 2.126 -8.018
H 0.204 4.185 -7.392
H 1.259 5.690 -5.729
H 1.574 4.893 -3.424
H 3.562 1.822 -2.265
H 5.750 2.833 -1.772
H 5.877 5.070 -0.714
H 3.792 6.293 -0.177
H 1.605 5.293 -0.690
H -0.003 3.255 0.649
H -1.784 4.614 1.620
H -3.261 5.965 0.152
H -2.902 5.941 -2.296
H -1.097 4.606 -3.274
C -0.407 -4.187 -3.065
C -0.462 -3.963 -1.558
C 0.335 -5.041 -0.815
C -1.862 -3.903 -0.977
C -2.908 -4.559 -1.611
C -4.167 -4.628 -1.031
C -4.361 -4.043 0.209
C -3.347 -3.358 0.873
C -3.678 -2.718 2.216
C -3.888 -3.790 3.290
C -4.911 -1.810 2.180
C -2.070 -3.267 0.270
N -1.002 -2.566 0.842
C -0.713 -2.911 2.175
C 0.167 -2.235 2.925
N 0.847 -1.096 2.474
C 1.883 -0.702 3.319
C 2.153 0.667 3.566
C 3.055 1.037 4.556
C 3.754 0.101 5.297
C 3.611 -1.234 4.955
C 2.744 -1.648 3.953
C 2.887 -3.084 3.458
C 2.641 -4.125 4.549
C 4.268 -3.279 2.825
C 1.535 1.772 2.735
C 0.673 2.727 3.555
C 2.632 2.548 1.992
H 0.613 -4.042 -3.426
H -1.060 -3.491 -3.600
H -0.709 -5.203 -3.334
H 0.047 -3.021 -1.347
H -0.141 -6.017 -0.949
H 0.366 -4.817 0.252
H 1.361 -5.103 -1.184
H -2.738 -5.037 -2.569
H -4.977 -5.142 -1.533
H -5.340 -4.100 0.673
H -2.831 -2.101 2.512
H -4.749 -4.418 3.045
H -4.077 -3.326 4.261
H -3.020 -4.442 3.388
H -5.815 -2.365 1.917
H -4.803 -0.982 1.480
H -5.066 -1.369 3.167
H -1.198 -3.786 2.592
H 0.352 -2.579 3.938
H 3.211 2.094 4.749
H 4.435 0.407 6.082
H 4.232 -1.977 5.444
H 2.156 -3.250 2.672
H 3.363 -4.025 5.364
H 2.740 -5.135 4.143
H 1.641 -4.028 4.976
H 5.067 -3.135 3.558
H 4.420 -2.574 2.006
H 4.359 -4.291 2.419
H 0.901 1.301 1.978
H 1.284 3.228 4.310
H -0.138 2.203 4.058
H 0.231 3.501 2.921
H 3.212 3.159 2.690
H 2.212 3.223 1.244
H 3.324 1.873 1.485
```


Density functional theory data (ωB97M-V with the def2-TZVPD basis set) for a 6-piece molecular cluster, C14H26Cl10F3IN overall in a non-equilibrium geometry.

Properties
Multiplicity: 1
Orbital gap: 7.01 eV
HOMO energy: -4.83 eV
Charge: -1

The geometry in XYZ format:
```
55
C14H26Cl10F3IN ωB97M-V with the def2-TZVPD basis set
C -2.915 -3.026 -1.825
C -1.578 -2.316 -2.110
C -1.528 -0.883 -1.537
I -1.278 0.531 -3.228
N -0.482 -0.604 -0.643
C -0.716 -0.939 0.614
F 0.218 -0.447 1.500
F -0.718 -2.334 0.941
F -1.941 -0.554 1.194
H -3.579 -2.956 -2.677
H -3.385 -2.550 -0.969
H -2.723 -4.052 -1.535
H -0.762 -2.906 -1.720
H -1.467 -2.274 -3.186
H -2.518 -0.631 -1.159
Cl 0.960 3.621 -3.723
C 1.198 3.815 -1.971
C -0.112 3.918 -1.243
Cl -0.947 5.469 -1.575
H 1.822 4.685 -1.794
H 1.724 2.924 -1.630
H 0.072 3.863 -0.173
H -0.786 3.109 -1.516
Cl -2.851 -5.267 0.660
C -1.988 -4.915 2.178
C -0.710 -5.696 2.302
Cl -0.996 -7.449 2.530
H -2.665 -5.117 3.003
H -1.758 -3.851 2.164
H -0.157 -5.352 3.174
H -0.086 -5.572 1.423
Cl -6.548 -0.702 1.479
C -5.658 -0.333 2.979
C -4.411 -1.164 3.125
Cl -4.783 -2.889 3.398
H -6.338 -0.486 3.813
H -5.386 0.720 2.937
H -3.843 -0.820 3.987
H -3.777 -1.098 2.247
Cl 3.370 1.465 -0.451
C 3.579 1.571 1.313
C 2.277 1.765 2.046
Cl 1.542 3.367 1.750
H 4.275 2.381 1.515
H 4.031 0.634 1.635
H 2.456 1.696 3.117
H 1.544 1.012 1.764
Cl 5.421 3.098 -4.782
C 6.573 3.937 -3.718
C 6.256 3.726 -2.260
Cl 4.742 4.526 -1.780
H 6.559 4.993 -3.975
H 7.563 3.538 -3.936
H 7.051 4.150 -1.648
H 6.160 2.669 -2.024
```